DFT (ωB97M-V/def2-TZVPD) results for 2 unconnected molecules or ions with the total composition C3H5NO2.

Each line ends with the Löwdin charge.
Element x y z (Å)
C -0.615 0.082 -1.001  -0.1651
C -0.734 1.063 0.135  -0.1359
C 0.544 0.692 -0.445  -0.0486
N 0.880 -1.486 0.839  -0.2733
O 1.763 -1.289 1.603  0.0574
O -0.070 -2.187 0.950  0.0623
H -0.740 -0.927 -0.743  0.0642
H -0.811 0.387 -1.949  0.0766
H -0.913 2.121 -0.137  0.1118
H -0.934 0.724 1.215  0.1356
H 1.629 0.820 -0.467  0.1150

For the calculated total energy, the calculation gives -322.29224 a.u. As for the largest force on an atom: 3.1 eV Å⁻¹. Its LUMO energy (spin up / spin down) is -0.12 / -1.44 eV. The energy above the lowest of the compared OMol25 structures with the same formula, charge and spin is 7.676 eV. The HOMO energy (spin up / spin down) is -9.803 / -8.218 eV. Its charge is 0. For the orbital gap (spin up / spin down), the calculation gives 9.68 / 6.78 eV.


DFT (ωB97M-V/def2-TZVPD) results for a gas-phase ion, C2H2NOS2 (charge -1).

Each line ends with the Löwdin charge.
Element x y z (Å)
C 0.470 -0.009 0.284  -0.9499
C -0.528 1.145 0.241  -1.0649
N 0.149 -1.243 -0.224  -0.0248
O -0.302 2.145 0.897  -0.1202
S -1.845 0.887 -0.833  0.4127
S 1.892 0.219 0.990  0.6190
H -0.762 -1.319 -0.851  0.0715
H 0.926 -1.824 -0.504  0.0566

For the calculated total energy, the calculation gives -1003.85079 a.u. As for the largest force on an atom: 3.1 eV Å⁻¹. Its LUMO energy is 3.59 eV. The energy above the lowest of the compared OMol25 structures with the same formula, charge and spin is 0.000 eV. The SMILES is NC(=S)C([O-])=S. The HOMO energy is -3.697 eV. Its charge is -1. For the orbital gap, the calculation gives 7.29 eV.


DFT (ωB97M-V/def2-TZVPD) results for a molecular structure, C34H66I2N11O4P3S.

Each line ends with the Löwdin charge.
Element x y z (Å)
C 1.607 5.024 -4.360  -0.1546
C 2.155 3.574 -4.177  -0.7417
I 4.284 3.305 -3.957  0.7834
C 1.348 2.451 -4.167  -0.6615
I 2.224 0.474 -3.866  0.8262
C -0.178 2.594 -4.366  -0.1211
C -1.184 2.026 -3.443  -0.1492
O -0.675 1.314 -2.352  -0.0147
C -2.702 2.182 -3.676  -0.1199
C -3.614 1.464 -2.591  -0.0950
C -3.447 -0.100 -2.863  -0.1821
C -3.129 -1.084 -1.820  -0.0243
C -2.968 -2.506 -2.265  -0.0878
C -3.107 -2.911 -3.681  -0.0882
C -3.448 -1.907 -4.742  -0.0580
C -3.603 -0.515 -4.296  -0.0335
C -3.263 2.903 -4.818  0.0364
C -2.241 3.491 -5.780  -0.3262
N -2.689 4.171 -6.913  -0.2343
S -1.218 4.575 -7.626  0.9459
N -0.061 3.957 -6.608  -0.2576
C -0.751 3.330 -5.570  -0.2566
H 2.231 5.806 -3.833  0.0739
H 1.530 5.352 -5.433  0.0686
H 0.580 5.051 -3.884  0.0873
H -1.247 1.469 -1.576  0.1063
H -3.332 1.750 -1.543  0.1005
H -4.703 1.676 -2.821  0.1251
H -2.994 -0.786 -0.752  0.0991
H -2.696 -3.311 -1.540  0.0936
H -2.957 -3.967 -4.029  0.0927
H -3.568 -2.162 -5.822  0.0947
H -3.827 0.252 -5.091  0.1013
H -4.365 2.984 -4.959  0.1173
O -3.519 1.695 1.275  -0.2802
P -3.806 1.812 2.777  0.8114
N -4.293 0.173 2.902  -0.3348
C -5.531 -0.454 3.307  -0.1384
C -3.230 -0.817 2.783  -0.1372
N -5.036 3.004 2.561  -0.3236
C -6.474 2.773 2.580  -0.1299
C -4.748 3.993 1.515  -0.1584
N -3.979 2.040 4.530  -0.3397
C -2.693 1.932 5.225  -0.1526
C -5.047 1.705 5.439  -0.1320
H -5.437 -0.918 4.299  0.0785
H -5.812 -1.247 2.606  0.0852
H -6.378 0.224 3.343  0.0510
H -2.747 -0.996 3.751  0.0708
H -2.459 -0.485 2.081  0.0640
H -3.600 -1.772 2.398  0.0809
H -6.761 1.820 2.133  0.0714
H -7.023 3.541 2.031  0.0810
H -6.870 2.856 3.596  0.0666
H -5.013 3.634 0.511  0.0750
H -3.686 4.253 1.504  0.0685
H -5.291 4.924 1.702  0.0813
H -2.437 0.883 5.428  0.0708
H -2.703 2.477 6.173  0.0791
H -1.889 2.362 4.617  0.0731
H -4.879 0.740 5.934  0.0845
H -6.034 1.671 4.991  0.0526
H -5.106 2.469 6.222  0.0949
O 2.981 -3.361 -0.763  -0.2607
P 2.008 -4.453 -0.302  0.8071
N 2.890 -5.697 -1.086  -0.3371
C 2.541 -6.641 -2.123  -0.1407
C 4.175 -6.039 -0.491  -0.1374
N 0.663 -3.766 -1.137  -0.3129
C 0.126 -4.208 -2.415  -0.1324
C 0.613 -2.297 -1.104  -0.1465
N 0.884 -5.639 0.401  -0.3412
C 1.237 -5.973 1.783  -0.1566
C 0.156 -6.734 -0.188  -0.1355
H 2.425 -7.655 -1.716  0.0774
H 3.325 -6.687 -2.886  0.0846
H 1.626 -6.396 -2.654  0.0506
H 4.053 -6.777 0.312  0.0694
H 4.659 -5.155 -0.064  0.0693
H 4.875 -6.441 -1.229  0.0805
H 0.896 -4.546 -3.110  0.0739
H -0.418 -3.414 -2.931  0.0638
H -0.633 -4.984 -2.274  0.0638
H 1.240 -1.840 -1.876  0.0314
H 0.947 -1.916 -0.134  0.0696
H -0.412 -1.938 -1.238  0.0590
H 2.014 -6.750 1.819  0.0703
H 0.367 -6.327 2.344  0.0772
H 1.620 -5.092 2.308  0.0711
H 0.683 -7.690 -0.074  0.0835
H -0.073 -6.615 -1.242  0.0522
H -0.813 -6.834 0.314  0.0925
O 5.301 3.989 0.984  -0.2574
P 4.734 2.929 1.937  0.8058
N 6.260 2.176 2.151  -0.3374
C 6.737 0.838 1.885  -0.1402
C 7.235 2.924 2.932  -0.1393
N 3.667 2.270 0.753  -0.3176
C 3.885 1.059 -0.027  -0.1254
C 3.040 3.268 -0.124  -0.1625
N 3.985 1.838 3.126  -0.3409
C 3.874 2.463 4.447  -0.1587
C 4.031 0.406 3.273  -0.1360
H 6.877 0.271 2.817  0.0766
H 7.706 0.866 1.376  0.0841
H 6.083 0.254 1.244  0.0524
H 7.110 2.735 4.006  0.0687
H 7.130 4.000 2.766  0.0692
H 8.263 2.673 2.653  0.0796
H 4.930 0.910 -0.306  0.0753
H 3.320 1.062 -0.962  0.0229
H 3.499 0.180 0.499  0.0661
H 3.685 3.556 -0.964  0.0195
H 2.792 4.178 0.430  0.0686
H 2.096 2.889 -0.530  0.0782
H 4.812 2.368 5.012  0.0697
H 3.067 2.016 5.035  0.0753
H 3.647 3.530 4.351  0.0711
H 4.800 0.089 3.990  0.0825
H 4.202 -0.143 2.353  0.0535
H 3.066 0.051 3.653  0.0907

For the calculated total energy, the calculation gives -4255.45664 a.u. As for the largest force on an atom: 8.6 eV Å⁻¹. Its LUMO energy is -1.61 eV. The HOMO energy is -7.190 eV. Its charge is 0. For the orbital gap, the calculation gives 5.58 eV.


DFT (ωB97M-V/def2-TZVPD) results for a molecular structure, C3H4O3Rb.

Each line ends with the Löwdin charge.
Element x y z (Å)
O -1.819 1.152 0.081  -0.0430
C -1.825 -0.058 0.152  -0.1899
C -0.628 -0.914 -0.131  -0.1174
H -0.504 -1.659 0.670  0.1475
H -0.750 -1.423 -1.099  0.1572
H -2.766 -0.649 0.059  0.1511
Rb 0.320 3.054 -0.047  1.0235
O 0.482 -0.015 -0.167  -0.1550
C 1.683 -0.459 0.156  -0.1150
O 2.448 0.599 0.049  0.0203
H 3.360 0.372 0.277  0.1209

For the calculated total energy, the calculation gives -366.25686 a.u. As for the largest force on an atom: 2.5 eV Å⁻¹. Its LUMO energy is -3.51 eV. The energy above the lowest of the compared OMol25 structures with the same formula, charge and spin is 1.372 eV. The HOMO energy is -13.098 eV. Its charge is +1. For the orbital gap, the calculation gives 9.59 eV.


DFT (ωB97M-V/def2-TZVPD) results for 11 unconnected molecules or ions with the total composition H22O11.

Each line ends with the Löwdin charge.
Element x y z (Å)
H 0.116 0.011 -0.342  0.0349
H -0.760 -1.225 -0.217  0.0508
H 4.448 3.277 0.092  0.0567
H 2.984 3.311 -0.314  0.0461
H -1.135 0.307 -1.734  -0.0112
H -0.691 0.380 -3.185  0.0301
H 1.344 2.291 -2.577  0.0461
H 2.669 1.725 -2.093  -0.0078
H -1.497 -3.601 2.251  0.0240
H -0.692 -4.526 1.352  0.0305
H 3.542 -0.607 -2.482  0.0359
H 4.120 0.646 -1.843  0.0006
H -1.514 -5.129 -3.200  0.0341
H -0.313 -4.878 -2.302  0.0268
H -3.115 1.727 0.078  0.0415
H -4.554 2.139 0.345  0.0366
H -0.227 0.877 2.988  0.0317
H -0.654 -0.547 2.671  0.0124
H 2.293 2.362 3.565  0.0308
H 2.946 1.850 2.291  0.0256
H -4.739 -0.002 2.616  0.0428
H -4.507 1.056 1.549  -0.0164
O -0.492 -0.432 0.261  -0.0437
O 3.705 2.701 -0.123  -0.0397
O -1.382 0.018 -2.619  -0.0511
O 1.875 1.487 -2.585  -0.0521
O -1.431 -4.521 1.971  -0.0543
O 4.037 -0.306 -1.711  -0.0520
O -0.914 -5.574 -2.591  -0.0607
O -3.645 2.446 0.439  -0.0471
O 0.087 -0.033 3.011  -0.0696
O 2.762 2.661 2.778  -0.0715
O -4.668 0.112 1.661  -0.0609

For the calculated total energy, the calculation gives -840.78384 a.u. As for the largest force on an atom: 0.7 eV Å⁻¹. Its LUMO energy is -0.29 eV. The energy above the lowest of the compared OMol25 structures with the same formula, charge and spin is 2.620 eV. The SMILES is O.O.O.O.O.O.O.O.O.O.O. The HOMO energy is -11.316 eV. Its charge is 0. For the orbital gap, the calculation gives 11.03 eV.


DFT (ωB97M-V/def2-TZVPD) results for a molecular structure, C34H28BrO6PS4Ti.

Each line ends with the Löwdin charge.
Element x y z (Å)
Ti -0.737 1.124 0.811  0.7120
S -1.507 1.756 3.207  -0.0349
S -0.378 3.461 3.535  -0.1723
S 1.568 2.807 3.436  -0.1479
S 1.836 2.141 1.490  0.0260
C -7.103 0.563 -1.116  -0.1394
O -6.474 -0.510 -1.767  -0.1413
C -5.068 -0.489 -1.706  -0.3167
C -4.362 -1.034 -2.769  -0.0732
C -2.979 -1.036 -2.772  -0.0586
C -2.192 -0.418 -1.729  -0.1506
C -0.828 -0.214 -1.815  -0.3525
C 0.024 -0.643 -2.955  -0.0707
O -0.144 0.452 -0.802  -0.2551
C -2.988 -0.018 -0.591  -0.2668
O -2.349 0.367 0.563  -0.2265
C -4.367 -0.014 -0.609  0.0197
H -8.103 0.675 -1.544  0.0728
H -6.544 1.494 -1.250  0.0938
H -7.208 0.383 -0.038  0.0779
H -4.913 -1.469 -3.597  0.0952
H -2.470 -1.490 -3.614  0.0743
H -0.532 -0.643 -3.898  0.0573
H 0.478 -1.649 -2.858  0.0666
H 0.861 0.057 -3.073  0.0659
H -4.870 0.357 0.278  0.1220
O 0.136 -0.497 1.735  -0.4612
P 1.473 -1.161 1.606  0.8314
C 2.318 -1.329 0.001  -0.2472
C 2.534 -2.608 -0.507  -0.0685
C 3.222 -2.797 -1.705  -0.0934
C 3.700 -1.705 -2.403  -0.1006
C 3.480 -0.427 -1.913  -0.0781
C 2.792 -0.237 -0.723  -0.0902
C 2.695 -0.762 2.844  -0.3304
C 4.066 -0.906 2.634  -0.0842
C 4.949 -0.680 3.679  -0.0941
C 4.463 -0.305 4.930  -0.0995
C 3.101 -0.148 5.128  -0.0877
C 2.208 -0.374 4.087  -0.1080
C 1.033 -2.901 2.002  -0.2642
C -0.223 -3.341 1.597  -0.0460
C -0.618 -4.650 1.860  -0.0745
C 0.235 -5.514 2.531  -0.1097
C 1.482 -5.077 2.945  -0.0971
C 1.880 -3.768 2.679  -0.0791
H 2.156 -3.480 0.007  0.0942
H 3.365 -3.801 -2.084  0.0945
H 4.229 -1.845 -3.340  0.0961
H 3.824 0.442 -2.460  0.1065
H 2.621 0.768 -0.379  0.0198
H 4.440 -1.179 1.655  0.1056
H 6.015 -0.782 3.516  0.0923
H 5.153 -0.115 5.743  0.0910
H 2.722 0.180 6.088  0.1037
H 1.144 -0.213 4.223  0.1018
H -0.890 -2.656 1.087  0.1207
H -1.598 -4.985 1.543  0.1015
H -0.079 -6.531 2.739  0.0920
H 2.146 -5.746 3.480  0.0926
H 2.853 -3.425 3.010  0.1027
Br 2.424 4.692 -3.630  0.6697
C 0.609 4.908 -3.085  -0.6693
C -0.180 5.832 -3.746  -0.1629
C -1.501 5.984 -3.357  -0.0915
C -2.018 5.208 -2.323  -0.0239
C -1.210 4.299 -1.672  -0.1023
C 0.116 4.138 -2.042  -0.0422
C -1.806 3.434 -0.558  -0.5460
O -3.009 3.346 -0.457  0.0850
O -0.884 2.879 0.165  -0.2264
H 0.234 6.421 -4.554  0.0852
H -2.131 6.703 -3.867  0.0923
H -3.053 5.283 -2.016  0.1132
H 0.731 3.424 -1.509  0.1096

For the calculated total energy, the calculation gives -7121.70014 a.u. As for the largest force on an atom: 1.6 eV Å⁻¹. Its LUMO energy is 4.01 eV. The energy above the lowest of the compared OMol25 structures with the same formula, charge and spin is 0.683 eV. The HOMO energy is 0.715 eV. Its charge is -2. For the orbital gap, the calculation gives 3.29 eV.


Q: Which of these has the highest charge?
A: C3H4O3Rb


Please write out number 5 again, unchanged.
DFT (ωB97M-V/def2-TZVPD) results for 11 unconnected molecules or ions with the total composition H22O11.

Each line ends with the Löwdin charge.
Element x y z (Å)
H 0.116 0.011 -0.342  0.0349
H -0.760 -1.225 -0.217  0.0508
H 4.448 3.277 0.092  0.0567
H 2.984 3.311 -0.314  0.0461
H -1.135 0.307 -1.734  -0.0112
H -0.691 0.380 -3.185  0.0301
H 1.344 2.291 -2.577  0.0461
H 2.669 1.725 -2.093  -0.0078
H -1.497 -3.601 2.251  0.0240
H -0.692 -4.526 1.352  0.0305
H 3.542 -0.607 -2.482  0.0359
H 4.120 0.646 -1.843  0.0006
H -1.514 -5.129 -3.200  0.0341
H -0.313 -4.878 -2.302  0.0268
H -3.115 1.727 0.078  0.0415
H -4.554 2.139 0.345  0.0366
H -0.227 0.877 2.988  0.0317
H -0.654 -0.547 2.671  0.0124
H 2.293 2.362 3.565  0.0308
H 2.946 1.850 2.291  0.0256
H -4.739 -0.002 2.616  0.0428
H -4.507 1.056 1.549  -0.0164
O -0.492 -0.432 0.261  -0.0437
O 3.705 2.701 -0.123  -0.0397
O -1.382 0.018 -2.619  -0.0511
O 1.875 1.487 -2.585  -0.0521
O -1.431 -4.521 1.971  -0.0543
O 4.037 -0.306 -1.711  -0.0520
O -0.914 -5.574 -2.591  -0.0607
O -3.645 2.446 0.439  -0.0471
O 0.087 -0.033 3.011  -0.0696
O 2.762 2.661 2.778  -0.0715
O -4.668 0.112 1.661  -0.0609

For the calculated total energy, the calculation gives -840.78384 a.u. As for the largest force on an atom: 0.7 eV Å⁻¹. Its LUMO energy is -0.29 eV. The energy above the lowest of the compared OMol25 structures with the same formula, charge and spin is 2.620 eV. The SMILES is O.O.O.O.O.O.O.O.O.O.O. The HOMO energy is -11.316 eV. Its charge is 0. For the orbital gap, the calculation gives 11.03 eV.


Q: What is the largest force on an atom in the fourth record?
A: 2.5 eV Å⁻¹


Q: calculated total energy of number 1 (C3H5NO2)?
A: -322.29224 a.u.